1.
C5H10O2 | wB97M-V/def2-TZVPD

Last column: Mulliken charge in e.
CARTESIAN COORDINATES (ANGSTROEM)
O -1.286 1.600 -0.415  -0.6257
C -1.344 0.406 -0.130  0.4108
O -1.472 -0.669 -0.780  -0.6541
C -0.761 0.008 1.292  -0.3893
C 0.625 -0.492 0.977  -1.1348
C 1.293 0.118 -0.284  -0.5749
C 2.514 -0.725 -0.722  -1.1866
H 0.410 -0.900 -0.406  0.4108
H -0.693 0.740 2.122  0.3256
H -1.404 -0.860 1.436  0.3172
H 0.611 -1.595 1.146  0.4870
H 1.296 -0.230 1.824  0.4521
H 1.736 1.099 -0.037  0.6004
H 0.796 0.606 -1.152  0.5188
H 2.164 -1.542 -1.347  0.3843
H 3.242 -0.068 -1.202  0.3642
H 2.948 -1.150 0.192  0.2942

Calculated values
ΔE to the lowest compared entry with this formula, charge and spin   5.940 eV
E_tot   -346.807143 a.u.


2.
C43H50N3O4 | wB97M-V/def2-TZVPD

Last column: Mulliken charge in e.
CARTESIAN COORDINATES (ANGSTROEM)
C -7.731 -1.507 2.055  -0.7951
O -6.912 -2.696 1.976  -0.4249
C -5.735 -2.633 1.302  0.7503
C -5.200 -1.494 0.699  -0.6008
C -3.824 -1.409 0.512  -0.2371
C -3.178 -0.083 0.203  -0.6909
C -2.520 0.437 1.486  0.0247
C -3.547 1.054 2.434  -0.0471
O -4.436 0.468 3.052  -0.6886
N -3.269 2.387 2.510  0.3715
C -4.139 3.270 3.252  -0.9918
C -2.155 2.844 1.681  0.1433
C -2.644 3.642 0.469  -1.3783
C -1.200 3.700 2.521  -1.4325
N -1.585 1.542 1.269  0.4289
C -0.515 1.343 0.470  -0.1238
C 0.323 2.336 -0.011  -0.9337
C 1.307 2.138 -0.983  0.0428
C 2.041 3.281 -1.475  1.1115
C 2.578 3.386 -2.786  0.0912
C 3.168 4.572 -3.211  -0.9331
C 3.284 5.671 -2.340  -0.3752
C 2.786 5.572 -1.038  -0.9616
C 2.228 4.382 -0.598  -0.4219
C -2.996 -2.511 0.744  -0.6119
C -3.532 -3.677 1.294  0.7338
O -2.827 -4.673 1.895  -0.4304
C -1.390 -4.585 1.988  -0.9303
C -4.936 -3.795 1.413  0.3913
O -5.465 -4.935 1.941  -0.5177
C -5.500 -5.034 3.395  -0.5414
H -8.601 -1.818 2.632  0.2618
H -7.196 -0.689 2.564  0.2973
H -8.042 -1.187 1.047  0.3261
H -5.832 -0.616 0.520  0.2838
H -2.427 -0.191 -0.592  0.4592
H -3.931 0.657 -0.126  0.2439
H -2.007 -0.386 2.014  0.4471
H -4.688 2.676 3.988  0.3755
H -3.541 4.027 3.767  0.2987
H -4.861 3.775 2.595  0.3360
H -3.453 3.105 -0.045  0.3466
H -3.023 4.612 0.819  0.4500
H -1.822 3.806 -0.236  0.3187
H -0.937 3.175 3.449  0.3601
H -0.280 3.920 1.980  0.3014
H -1.707 4.647 2.744  0.4995
H -0.331 0.300 0.185  0.7779
H 0.118 3.355 0.321  0.1868
H 1.225 1.229 -1.574  -0.1834
H 2.534 2.523 -3.463  0.3656
H 3.542 4.648 -4.232  0.4352
H 3.742 6.598 -2.677  0.4310
H 2.827 6.415 -0.347  0.4110
H 1.925 4.280 0.447  0.6195
H -1.915 -2.408 0.596  0.3337
H -1.099 -5.468 2.567  0.3652
H -0.927 -4.621 0.989  0.3447
H -1.082 -3.668 2.514  0.3821
H -5.969 -6.001 3.584  0.2645
H -4.480 -5.007 3.795  0.2006
H -6.103 -4.218 3.811  0.2117
C 6.749 2.213 -2.507  -0.5048
C 6.235 1.064 -3.110  -0.9081
C 5.102 0.451 -2.593  -0.2190
C 4.417 0.983 -1.464  1.0136
C 3.249 0.352 -0.896  -1.9951
C 2.901 -0.991 -1.225  1.0767
N 2.897 -1.941 -0.256  0.3218
C 3.497 -1.702 1.057  -0.5167
C 3.477 -3.075 1.760  -0.6913
C 2.513 -3.967 0.971  -0.3269
C 2.180 -3.219 -0.331  -0.4873
C 2.604 -1.413 -2.626  -0.2949
C 1.804 -0.621 -3.470  0.3374
C 1.519 -1.030 -4.772  -1.1813
C 2.052 -2.224 -5.264  -0.4814
C 2.912 -2.985 -4.467  -0.9355
C 3.194 -2.582 -3.160  -0.1888
C 4.966 2.158 -0.873  -0.3416
C 6.099 2.762 -1.393  -0.8907
H 7.656 2.678 -2.897  0.3994
H 6.728 0.626 -3.985  0.4217
H 4.737 -0.470 -3.056  0.3415
H 2.885 0.737 0.064  0.8665
H 4.523 -1.309 0.965  0.2977
H 2.900 -0.966 1.620  0.2456
H 4.489 -3.490 1.731  0.2835
H 3.188 -2.974 2.811  0.3897
H 2.974 -4.930 0.740  0.3855
H 1.602 -4.173 1.546  -0.0418
H 1.090 -3.078 -0.433  0.1254
H 2.493 -3.812 -1.198  0.3001
H 1.367 0.297 -3.086  0.7813
H 0.865 -0.420 -5.395  0.4384
H 1.794 -2.564 -6.270  0.3963
H 3.351 -3.912 -4.840  0.4157
H 3.860 -3.192 -2.543  0.5448
H 4.489 2.594 0.010  0.4177
H 6.505 3.657 -0.922  0.4319

Calculated values
ΔE to the lowest compared entry with this formula, charge and spin   0.000 eV
E_tot   -2133.430327 a.u.
Total charge   +1


3.
Cl5O20Pb | wB97M-V/def2-TZVPD

Last column: Mulliken charge in e.
CARTESIAN COORDINATES (ANGSTROEM)
Pb 0.505 -0.103 -0.571  1.6735
Cl 2.576 -3.290 -0.799  1.7083
O 2.268 -1.850 -0.707  -0.7410
O 2.949 -3.501 -2.175  -0.6651
O 3.681 -3.609 0.043  -0.6650
O 1.436 -4.012 -0.322  -0.5986
Cl -0.256 -2.435 3.023  1.6373
O 0.131 -1.469 1.997  -0.5253
O 0.173 -3.798 2.738  -0.6697
O 0.169 -2.070 4.352  -0.6825
O -1.710 -2.505 3.049  -0.7115
Cl 1.043 2.484 1.639  1.7836
O 0.057 1.375 1.738  -0.6706
O 0.228 3.640 1.916  -0.6281
O 2.057 2.161 2.615  -0.6228
O 1.577 2.452 0.307  -0.6686
Cl 0.015 3.401 -3.004  1.6497
O -1.376 3.269 -3.398  -0.6840
O 0.368 2.075 -2.573  -0.6112
O 0.891 3.691 -4.129  -0.7106
O 0.096 4.574 -2.151  -0.6312
Cl -3.396 -0.100 -0.731  1.6798
O -3.817 -1.207 0.070  -0.6396
O -3.316 -0.592 -2.072  -0.6892
O -4.266 1.033 -0.498  -0.6623
O -2.081 0.386 -0.357  -0.6552

Calculated values
ΔE to the lowest compared entry with this formula, charge and spin   0.608 eV
E_tot   -3997.359991 a.u.
Total charge   -3


4.
C28H47F3N4O4S2Sb2W | wB97M-V/def2-TZVPD

Last column: Mulliken charge in e.
CARTESIAN COORDINATES (ANGSTROEM)
W 0.173 -1.243 -0.500  -2.0697
C -4.113 -0.412 -0.869  -1.1245
Sb -2.242 0.100 -1.731  0.8768
C -2.751 -0.081 -3.785  -1.6901
C -2.485 2.233 -1.546  -1.6184
C -1.725 3.074 -2.527  0.5995
C -2.335 3.456 -3.721  -0.6526
C -1.678 4.254 -4.643  -0.7353
C -0.392 4.698 -4.374  -0.7649
C 0.223 4.331 -3.189  -0.5167
C -0.423 3.516 -2.262  0.2483
C 0.306 3.099 -1.021  -1.3806
Sb 1.288 1.219 -1.336  0.9186
C 1.422 1.115 -3.442  -1.1544
C 3.278 1.660 -0.771  -0.9701
H -3.994 -0.671 0.179  0.0919
H -4.544 -1.249 -1.410  0.4435
H -4.749 0.467 -0.954  0.6013
H -3.577 0.605 -3.967  0.4424
H -3.092 -1.097 -3.979  0.6076
H -1.925 0.184 -4.443  0.4543
H -2.289 2.499 -0.509  0.6988
H -3.558 2.344 -1.713  0.8969
H -3.355 3.147 -3.917  0.4049
H -2.176 4.546 -5.558  0.4421
H 0.123 5.339 -5.077  0.4355
H 1.222 4.693 -2.969  0.4869
H -0.332 3.007 -0.143  0.5727
H 1.111 3.797 -0.787  0.9821
H 1.883 2.027 -3.816  0.6410
H 0.427 1.022 -3.874  0.1874
H 2.026 0.249 -3.702  0.4101
H 3.730 2.230 -1.581  0.5990
H 3.848 0.751 -0.601  0.4027
H 3.252 2.252 0.140  -0.0954
F -2.159 -3.299 1.838  -0.1135
C -2.831 -3.808 0.785  0.4997
F -2.603 -5.121 0.755  -0.2983
F -4.126 -3.593 0.981  -0.2557
C -2.352 -3.161 -0.537  -0.0828
O -3.069 -3.096 -1.500  -0.5586
O -1.105 -2.807 -0.486  1.0970
C 0.374 -0.297 4.820  -1.3055
N 0.114 -0.021 3.418  0.9414
C -1.076 -0.125 2.854  -0.2379
S -1.278 0.331 1.186  0.1850
N -2.117 -0.514 3.578  -0.0590
C -3.498 -0.590 3.110  -0.8681
H 1.415 -0.062 5.027  0.2475
H 0.205 -1.350 5.059  0.4389
H -0.245 0.326 5.471  0.5015
H 0.878 0.359 2.857  -0.6900
H -1.958 -0.720 4.553  0.2880
H -3.630 -1.420 2.421  0.0998
H -3.788 0.341 2.628  0.3517
H -4.133 -0.751 3.976  0.4290
S 2.528 -1.736 -1.263  -0.3657
C 1.176 -2.684 -1.752  0.0352
N 1.095 -4.082 -1.846  0.2581
C 0.420 -4.654 -2.845  -0.3488
C -0.299 -3.913 -3.752  -1.0516
C -0.416 -2.548 -3.491  0.1075
N 0.313 -1.949 -2.570  0.3146
H 1.585 -4.648 -1.169  0.2067
H 0.458 -5.735 -2.884  0.4551
H -0.827 -4.387 -4.562  0.4630
H -1.113 -1.932 -4.042  0.4329
C 1.399 -4.072 1.440  -1.6900
C 1.316 -2.701 2.078  0.9202
C 2.649 -2.224 2.609  -0.8716
O 0.821 -1.723 1.138  1.2054
H 1.577 -4.820 2.213  0.5913
H 2.244 -4.104 0.749  0.2219
H 0.466 -4.322 0.935  0.2367
H 0.566 -2.715 2.873  0.1287
H 3.370 -2.141 1.795  0.3002
H 3.030 -2.939 3.338  0.5063
H 2.555 -1.254 3.092  -0.2938
C 2.959 3.639 3.030  -0.7137
C 3.822 2.620 3.770  -0.6896
C 3.669 1.396 2.887  -0.4417
O 2.314 1.448 2.379  -0.4872
C 1.789 2.783 2.570  0.0593
H 3.503 4.044 2.174  0.2678
H 2.641 4.473 3.653  0.4327
H 3.419 2.428 4.766  0.2875
H 4.860 2.928 3.876  0.4347
H 3.809 0.453 3.415  0.3227
H 4.362 1.424 2.042  0.2773
H 0.999 2.744 3.326  0.3662
H 1.346 3.117 1.630  -0.1598

Calculated values
ΔE to the lowest compared entry with this formula, charge and spin   0.793 eV
E_tot   -3258.208450 a.u.
Total charge   +2


5.
C6H11N | wB97M-V/def2-TZVPD

Last column: Mulliken charge in e.
CARTESIAN COORDINATES (ANGSTROEM)
C 3.099 -0.387 0.189  -1.2138
C 1.685 -0.332 -0.270  -0.2666
C 0.700 0.370 0.323  -0.1396
C -0.768 0.234 0.111  0.7319
C -1.626 0.922 1.133  -1.3459
C -1.202 -0.385 -0.990  -0.2843
N -2.534 -0.450 -1.514  -0.6213
H 3.502 0.483 0.733  0.3392
H 3.799 -0.520 -0.650  0.3215
H 3.309 -1.186 0.910  0.2698
H 1.417 -1.215 -0.851  0.1984
H 0.882 1.388 0.651  0.2574
H -1.339 0.593 2.136  0.3293
H -2.699 0.739 1.020  0.3579
H -1.516 2.007 1.002  0.3141
H -0.585 -1.051 -1.579  0.2537
H -2.940 -1.366 -1.337  0.2500
H -3.183 0.156 -1.015  0.2483

Calculated values
ΔE to the lowest compared entry with this formula, charge and spin   1.761 eV
E_tot   -289.906983 a.u.
SMILES   C/C=C/C(C)=C/N


6.
C12H30BrClN3O4P2 | wB97M-V/def2-TZVPD

Last column: Mulliken charge in e.
CARTESIAN COORDINATES (ANGSTROEM)
C -5.324 0.065 -1.089  -0.8948
C -4.742 -1.308 -0.337  -0.3047
C -3.746 -0.789 0.858  -0.3603
Br -4.577 -0.847 2.702  -0.0339
P -2.065 -1.693 0.956  0.2704
P -0.575 -0.519 -0.126  0.6221
O -1.272 0.816 -1.003  -0.5102
Cl 0.135 -1.873 -1.659  -0.2300
H -4.477 0.502 -1.803  0.1935
H -5.570 0.913 -0.293  0.2864
H -6.299 -0.210 -1.692  0.3353
H -4.255 -2.037 -1.112  0.2897
H -5.714 -1.827 0.122  0.3204
H -3.506 0.356 0.627  0.2539
H -1.679 -1.677 2.371  0.1236
H -2.182 -3.067 0.526  0.2189
H -1.739 1.471 -0.403  0.3571
C -0.116 -0.106 4.393  0.0687
O -0.280 -0.160 3.180  -0.6098
N 1.043 -0.442 5.059  0.1763
C 1.155 -0.350 6.500  -0.9129
C 2.184 -0.903 4.297  -0.9336
H -0.920 0.231 5.068  0.3241
H 1.963 0.344 6.747  0.3384
H 1.385 -1.341 6.900  0.3455
H 0.224 0.010 6.945  0.2954
H 2.476 -0.123 3.586  0.3094
H 1.902 -1.800 3.739  0.2473
H 3.024 -1.130 4.959  0.4064
C 4.848 -0.705 1.306  0.0754
O 4.500 -0.559 2.471  -0.5857
N 4.842 0.280 0.341  0.1277
C 5.270 0.026 -1.019  -0.9237
C 4.393 1.610 0.695  -0.8884
H 5.206 -1.677 0.929  0.3243
H 6.112 0.683 -1.253  0.3433
H 4.438 0.238 -1.697  0.3249
H 5.580 -1.015 -1.146  0.2967
H 5.028 1.998 1.498  0.2991
H 3.362 1.554 1.057  0.2241
H 4.445 2.278 -0.169  0.3865
C 0.028 1.172 -6.136  0.0991
O 0.060 1.719 -7.231  -0.5642
N -1.082 1.068 -5.326  0.1345
C -1.036 0.404 -4.040  -0.7996
C -2.335 1.640 -5.773  -0.9299
H 0.926 0.704 -5.699  0.2549
H -1.745 -0.429 -4.047  0.3271
H -1.318 1.120 -3.262  0.3847
H -0.034 0.021 -3.830  0.1512
H -2.623 1.172 -6.719  0.3116
H -2.198 2.713 -5.938  0.3136
H -3.120 1.480 -5.029  0.3202

Calculated values
E_tot   -4657.054309 a.u.
Total charge   +1


Taking the records one at a time from the top gives highest occupied orbital energy values of -8.8 -9.1 -1.8 -13.1 -7.9 -11.1 eV.